ORCA calculation (ωB97M-V/def2-TZVPD) on a cluster of 10 separate species, C20H60O10S10 in total in a non-equilibrium geometry.

Computed properties:
* strongest force on any atom: 3.26 eV/Å
* energy relative to the best compared isomer or geometry (same formula, charge and spin): 449.2 kJ/mol
* LUMO: 0.004 eV
* E_tot: -150527.9861 eV
* HOMO-LUMO gap: 8.66 eV

Structure (XYZ):
```
100
C20H60O10S10 | OMol25 | ωB97M-V/def2-TZVPD
C -28.393 20.886 24.747
S -27.952 20.864 22.974
O -26.740 19.948 23.008
C -29.355 19.900 22.307
H -27.734 21.637 25.183
H -28.247 19.868 25.106
H -29.378 21.287 24.985
H -29.386 18.858 22.623
H -29.374 19.948 21.219
H -30.306 20.218 22.734
C -22.851 16.825 17.888
S -24.323 15.836 17.302
O -24.103 14.406 17.745
C -25.573 16.442 18.468
H -22.513 16.457 18.856
H -23.047 17.853 18.193
H -22.098 16.906 17.104
H -25.183 16.296 19.475
H -26.482 15.845 18.391
H -25.860 17.485 18.336
C -33.769 17.583 27.831
S -34.935 17.119 29.186
O -36.039 18.168 29.152
C -35.807 15.701 28.302
H -34.162 17.710 26.822
H -33.153 16.707 27.629
H -33.069 18.348 28.166
H -36.564 15.210 28.913
H -35.102 14.876 28.202
H -36.247 16.091 27.384
C -26.452 24.957 17.493
S -25.994 23.326 16.802
O -27.345 22.623 16.441
C -25.212 23.986 15.143
H -27.084 25.557 16.838
H -25.584 25.597 17.648
H -27.005 24.754 18.410
H -25.090 23.169 14.432
H -24.258 24.492 15.289
H -25.876 24.772 14.780
C -31.175 16.610 14.570
S -32.701 15.868 15.260
O -32.412 14.393 15.169
C -32.463 16.411 17.006
H -31.159 16.557 13.481
H -30.229 16.247 14.973
H -31.258 17.676 14.782
H -32.288 17.465 17.221
H -31.611 15.883 17.435
H -33.370 16.134 17.543
C -28.826 13.743 24.647
S -30.599 13.247 24.343
O -30.910 13.851 22.980
C -30.231 11.427 24.163
H -28.220 13.340 23.836
H -28.562 13.237 25.576
H -28.719 14.828 24.679
H -29.604 11.116 24.998
H -29.804 11.172 23.193
H -31.213 10.955 24.199
C -22.534 25.443 26.716
S -22.780 25.432 28.521
O -21.682 26.259 29.166
C -24.424 26.246 28.693
H -23.135 24.642 26.283
H -21.516 25.089 26.550
H -22.750 26.404 26.250
H -25.092 25.835 27.936
H -24.283 27.301 28.458
H -24.852 26.191 29.694
C -28.852 29.279 22.198
S -28.939 28.051 23.566
O -29.132 28.791 24.875
C -30.601 27.264 23.080
H -29.874 29.596 21.989
H -28.420 28.887 21.277
H -28.218 30.158 22.311
H -30.810 27.242 22.011
H -31.346 27.971 23.446
H -30.872 26.307 23.526
C -38.140 21.248 24.760
S -36.795 21.475 23.492
O -35.432 21.454 24.200
C -37.045 19.786 22.785
H -39.043 21.626 24.280
H -38.014 21.985 25.553
H -38.240 20.281 25.253
H -36.411 19.507 21.943
H -38.049 19.742 22.364
H -36.980 19.028 23.566
C -17.840 23.594 19.677
S -19.391 23.552 20.713
O -20.525 23.928 19.757
C -19.471 21.693 21.100
H -17.951 22.841 18.898
H -16.923 23.420 20.241
H -17.782 24.546 19.149
H -19.030 21.012 20.373
H -20.523 21.470 21.279
H -18.885 21.517 22.002
```